A.
The following is a quantum chemistry calculation of a single C2H6N2O3 molecule, from OMol25.

The geometry in XYZ format:
```
13
C2H6N2O3, DFT the ωB97M-V functional and the def2-TZVPD basis
O 1.4739 0.3516 -0.9082
O -0.3524 0.8294 0.3203
N 2.3488 0.3842 0.1753
C -1.7468 0.7090 0.5133
H -2.2827 0.8672 -0.4289
C 0.1778 -0.1114 -0.5492
H -0.3649 -0.1307 -1.5117
N 0.1509 -1.4142 0.0264
H -2.0138 1.4857 1.2251
H 0.6456 -1.4151 0.9121
H -2.0017 -0.2749 0.9137
O 3.4117 0.8264 -0.0975
H 0.5535 -2.1072 -0.5908
```

Results
Spin multiplicity: 1
HOMO-LUMO gap: 0.3838 Eh
Total charge: 0
SMILES string: CO[C@H](N)ON=O

B.
The following is a quantum chemistry calculation of a single C2H6N2O3 molecule, from OMol25.

The geometry in XYZ format:
```
13
C2H6N2O3, DFT the ωB97M-V functional and the def2-TZVPD basis
H 1.6210 -1.0149 -0.8704
H 0.3722 -0.2773 1.8609
H -0.8176 1.2396 -1.6904
O 0.8189 1.4842 -0.6397
O -2.2065 0.0419 0.1954
H -2.4810 0.9627 0.3487
H 1.7841 0.5075 1.0330
O -0.4515 -1.0558 -0.6652
H 0.9834 -2.1897 0.3341
C 0.8770 -1.1881 -0.0963
C 0.8898 -0.0843 0.9260
N -0.8373 0.1849 -0.0285
N -0.5527 1.3892 -0.7075
```

Results
Spin multiplicity: 1
HOMO-LUMO gap: 0.2913 Eh
Total charge: 0

Going by the energies, A is most stable and the next is 135.9 kcal/mol up.

A.
The following is a quantum chemistry calculation of a gas-phase ion, C4H11N2O (charge -1), from OMol25.

The geometry in XYZ format:
```
18
C4H11N2O, DFT the ωB97M-V functional and the def2-TZVPD basis
C -0.1485 0.8579 2.0900
H -1.3241 0.8577 2.0876
H 0.1697 -0.2072 2.1172
H -2.1722 0.1968 -1.4032
H -1.1101 1.7528 0.2605
C -0.1205 1.2591 0.4870
H -0.9021 0.4924 -2.3027
C -0.3945 -0.0241 -0.3748
C 1.1029 -0.5051 -0.8027
H 0.2476 -2.5155 -0.9105
O 0.5815 1.7351 2.8237
N -1.2642 -0.2272 -1.6011
H 1.9239 0.1424 -0.5976
H 1.0975 -0.4025 -1.8842
H 1.1950 -2.3642 0.3279
H -0.8625 -0.8172 0.2270
H 0.8054 1.8972 0.1345
N 1.1753 -2.1285 -0.6789
```

Results
Spin multiplicity: 1
HOMO-LUMO gap: 0.2434 Eh
Total charge: -1
SMILES string: NC[C@H](N)CC[O-]

B.
The following is a quantum chemistry calculation of a gas-phase ion, C4H11N2O (charge -1), from OMol25.

The geometry in XYZ format:
```
18
C4H11N2O, DFT the ωB97M-V functional and the def2-TZVPD basis
H 1.6803 0.5521 -0.9735
O -3.2069 0.1057 -1.3539
H -0.3726 -0.1438 1.2449
H 0.2559 -2.3216 1.4203
H -0.3871 0.1154 -1.9063
H -2.4485 0.4975 0.3563
C -2.1013 0.6349 -0.6980
H -1.7871 1.7293 -0.7721
H -1.3559 -1.2168 -1.0474
C 1.2634 0.6949 0.0736
N 2.2619 0.9942 0.9579
H 2.9934 0.1988 0.9153
H 0.7325 1.6661 0.0463
N 0.7327 -1.6671 0.6799
H 1.7657 0.9461 1.8861
H 0.7199 -2.2380 -0.2549
C -0.9010 -0.1937 -0.9300
C 0.1547 -0.3542 0.3554
```

Results
Spin multiplicity: 1
HOMO-LUMO gap: 0.2170 Eh
Total charge: -1
SMILES string: NC[C@H](N)CC[O-]

Going by the energies, B is most stable and the next is 7.2 kcal/mol up.

A.
The following is a quantum chemistry calculation of 3 unconnected molecules or ions with the total composition C2H9NO3, from OMol25.

The geometry in XYZ format:
```
15
C2H9NO3, DFT the ωB97M-V functional and the def2-TZVPD basis
H -3.2125 0.4759 -0.6895
H 2.7969 -1.8959 0.0456
H 3.6395 1.4097 -0.3804
O -2.6786 -0.3337 -0.7230
H 0.1269 1.9049 0.1103
H 0.0365 0.3808 -0.8567
H 0.8301 0.3559 0.7474
N -1.2177 0.6944 0.8332
H -1.2444 -1.3221 0.2209
C 0.0037 0.8154 0.1486
H 2.2562 -0.4570 -0.3619
H -2.5956 -0.8680 1.2358
O 1.9926 -1.3934 -0.0467
O 2.8514 0.8683 -0.4943
C -1.8803 -0.4701 0.5146
```

Results
Spin multiplicity: 1
HOMO-LUMO gap: 0.1484 Eh
Total charge: 0

B.
The following is a quantum chemistry calculation of 3 unconnected molecules or ions with the total composition C2H9NO3, from OMol25.

The geometry in XYZ format:
```
15
C2H9NO3, DFT the ωB97M-V functional and the def2-TZVPD basis
C -0.2517 1.4214 0.7321
C -1.7164 -0.2283 -0.2960
H 1.8973 -1.7730 1.2748
H -1.7753 -0.7577 0.7096
H -1.0171 -0.9707 -0.8581
H 0.0172 2.5002 0.9531
H 0.5530 -1.0743 0.8522
N -1.0933 1.1047 -0.3166
H -2.7530 -0.3525 -0.5948
H 0.9228 -0.6508 -0.9999
O 0.2085 0.5726 1.4674
O 1.2462 -0.2871 -1.8864
O 1.2163 -1.8369 0.6776
H -0.6099 1.4279 -1.2054
H 0.8591 -0.8291 -2.6011
```

Results
Spin multiplicity: 1
HOMO-LUMO gap: 0.4059 Eh
Total charge: 0
SMILES string: CNC=O.O.O

C.
The following is a quantum chemistry calculation of 3 unconnected molecules or ions with the total composition C2H9NO3, from OMol25.

The geometry in XYZ format:
```
15
C2H9NO3, DFT the ωB97M-V functional and the def2-TZVPD basis
H 0.3192 0.3481 -0.7260
N 1.4665 -1.2010 0.2196
H 0.2502 3.3140 -0.0669
H -2.1137 -0.2300 0.8105
O -0.0660 2.7053 -0.7364
H 1.8485 -2.1057 0.0381
O -2.9540 0.0279 0.3785
C 0.8958 -0.5201 -0.9317
H 1.1814 -1.1889 2.3845
H 1.6369 -0.2285 -1.6959
H 0.2771 -1.1122 -1.6064
H -0.2225 1.8836 -0.2707
H -2.9235 -0.1542 -0.5616
O -0.3549 -0.5236 1.3689
C 0.7590 -1.0149 1.3956
```

Results
Spin multiplicity: 1
HOMO-LUMO gap: 0.4044 Eh
Total charge: 0
SMILES string: CNC=O.O.O

D.
The following is a quantum chemistry calculation of 3 unconnected molecules or ions with the total composition C2H9NO3, from OMol25.

The geometry in XYZ format:
```
15
C2H9NO3, DFT the ωB97M-V functional and the def2-TZVPD basis
O 0.9614 -1.7775 -0.4939
H 0.3166 -1.0608 0.4465
C -1.2769 0.2770 0.7884
O 0.0179 -0.2143 1.1174
H -2.0125 -0.5036 1.0124
H -1.1431 -0.1403 -1.3310
H -0.7215 1.5234 -0.8984
H -1.4897 1.1231 1.4480
H 1.3679 -2.5897 -0.1689
O 2.5277 -0.5822 -0.1912
H 1.1972 0.5461 0.7072
N 2.0755 0.5585 -0.0031
H 1.9913 1.1274 -0.8599
C -1.3972 0.6931 -0.6745
H -2.4146 1.0197 -0.8989
```

Results
Spin multiplicity: 1
HOMO-LUMO gap (alpha / beta): 0.3079 / 0.3402 Eh
Total charge: 0

Going by the energies, C is most stable and the next is 6.5 kcal/mol up.

A.
The following is a quantum chemistry calculation of 3 unconnected molecules or ions with the total composition C2H9NO3, from OMol25.

The geometry in XYZ format:
```
15
C2H9NO3, DFT the ωB97M-V functional and the def2-TZVPD basis
C -0.8340 1.8381 0.3185
H -1.0749 1.2892 -0.6026
O -1.0953 -1.6912 -0.8429
C 0.8726 0.2401 1.0519
O 1.4776 -2.0602 -1.6982
H -1.5364 1.4290 1.0521
H -0.9045 2.9013 0.2209
H 0.6419 -1.8820 -2.1214
H -1.4605 -2.2623 -0.1757
N 0.5742 1.5281 0.6172
H 1.9063 0.0326 1.3388
O 0.0461 -0.6463 1.0318
H 1.2773 -2.1918 -0.7674
H -0.9679 -0.7950 -0.4972
H 1.0775 2.2705 1.0742
```

Results
Spin multiplicity: 1
HOMO-LUMO gap: 0.4037 Eh
Total charge: 0
SMILES string: CNC=O.O.O

B.
The following is a quantum chemistry calculation of 3 unconnected molecules or ions with the total composition C2H9NO3, from OMol25.

The geometry in XYZ format:
```
15
C2H9NO3, DFT the ωB97M-V functional and the def2-TZVPD basis
H 1.1643 1.4864 1.6455
H -1.3644 1.4804 1.5463
H 1.9863 0.3736 0.5574
O -0.3353 -0.8828 -0.2270
O -3.0388 -0.5865 -1.1385
H 2.9883 -0.3510 -1.5738
H -2.1816 0.1608 0.9844
H 2.3840 -1.8434 -1.3966
H -3.0732 -1.5111 -0.7763
C -0.2135 0.0645 0.5153
O 3.0866 -1.2970 -1.6283
N -1.2553 0.4698 1.3589
H -2.2255 -0.2748 -0.6636
C 1.0929 0.9228 0.7034
H 0.9852 1.7884 0.0929
```

Results
Spin multiplicity: 1
HOMO-LUMO gap: 0.4122 Eh
Total charge: 0
SMILES string: CC(N)=O.O.O

Going by the energies, B is most stable and the next is 1.8 kcal/mol up.

A.
The following is a quantum chemistry calculation of 2 unconnected molecules or ions with the total composition C3H8P2, from OMol25.

The geometry in XYZ format:
```
13
C3H8P2, DFT the ωB97M-V functional and the def2-TZVPD basis
P -2.0972 -1.0335 0.3089
H 0.4082 -1.3003 0.0459
C -0.5211 -0.9447 -0.2386
H -2.5111 1.0819 -0.6968
H -0.4879 -0.4553 -1.1333
H -2.7985 -0.2438 -1.8470
H 4.0672 -1.0102 1.7092
C -3.0523 0.1493 -0.8880
C 4.0440 -0.1266 1.1176
H -4.1485 0.1997 -0.6859
P 4.3352 -0.3453 -0.5060
H 3.8027 0.8026 1.6275
H 4.3924 0.9907 -0.8649
```

Results
Spin multiplicity: 1
HOMO-LUMO gap: 0.3420 Eh
Total charge: 0
SMILES string: C=PC.C=P

B.
The following is a quantum chemistry calculation of 2 unconnected molecules or ions with the total composition C3H8P2, from OMol25.

The geometry in XYZ format:
```
13
C3H8P2, DFT the ωB97M-V functional and the def2-TZVPD basis
H -0.4816 -3.0794 -0.4013
H -0.8881 2.7869 0.5438
H 1.0710 0.9051 -0.9209
H -2.1879 0.1131 0.0762
H -2.5059 2.5545 0.3472
C -1.4954 2.2130 -0.0140
H -1.4992 2.4530 -1.0831
H -0.9134 0.4376 1.0066
C -1.2802 0.6963 0.0566
P -0.1397 0.0820 -1.2413
C 0.4943 -2.6883 -0.2008
H 2.0171 -4.1877 0.9823
P 2.0744 -2.9445 0.1436
```

Results
Spin multiplicity: 1
HOMO-LUMO gap (alpha / beta): 0.2851 / 0.2828 Eh
Total charge: 0

Going by the energies, A is most stable and the next is 48.6 kcal/mol up.

A.
The following is a quantum chemistry calculation of 3 unconnected molecules or ions with the total composition C2H13N2O2, from OMol25.

The geometry in XYZ format:
```
19
C2H13N2O2, DFT the ωB97M-V functional and the def2-TZVPD basis
H -5.0643 -3.6640 2.9520
H -0.7134 0.9357 0.8160
C -0.0181 0.9564 -0.0166
O -5.4247 -2.9984 3.5584
H 2.6257 1.0866 -3.6603
H 2.7429 -0.9359 -0.1598
O 1.8849 0.8698 -3.0862
H 0.2668 -1.1117 -0.6583
H 1.0280 2.5537 -0.7353
H -4.9762 -2.2332 3.1814
H 2.2090 0.0496 -1.3632
C 0.7504 -0.4497 0.0530
N 0.9116 2.0574 0.1267
H 1.1199 0.7502 -3.6626
H 0.7153 2.6474 0.9179
H -0.5062 0.9261 -0.9845
H 0.8957 -0.9794 0.9853
N 2.1880 -0.1067 -0.3540
H 2.4163 0.7037 0.2319
```

Results
Spin multiplicity: 1
HOMO-LUMO gap: 0.3731 Eh
Total charge: +1

B.
The following is a quantum chemistry calculation of 3 unconnected molecules or ions with the total composition C2H13N2O2, from OMol25.

The geometry in XYZ format:
```
19
C2H13N2O2, DFT the ωB97M-V functional and the def2-TZVPD basis
N -0.1843 -1.4779 2.0246
H -0.0360 1.6055 1.1112
H -0.6048 0.4662 3.2815
H 0.3615 -1.6633 2.9786
H -1.6181 1.4453 0.5311
H 0.5772 2.1295 -2.6699
H 0.1649 -0.9806 0.0404
H -2.0793 -0.4401 2.6247
H 1.0146 -2.2034 -2.1348
N -0.3405 -0.0769 -0.2741
H -0.8324 -2.1493 2.0916
H -1.0847 -0.3492 -0.9890
C -0.8059 0.7402 0.9079
H 0.3163 0.5309 -0.7526
H 1.4601 2.8966 -1.7104
H 1.2527 -0.9858 -3.0765
O 0.8747 2.1026 -1.7744
O 1.0157 -1.2155 -2.2673
C -0.9178 -0.1593 2.2178
```

Results
Spin multiplicity: 1
HOMO-LUMO gap: 0.4179 Eh
Total charge: +1

Going by the energies, A is most stable and the next is 35.7 kcal/mol up.